C16H28N4O5 | ωB97M-V with the def2-TZVPD basis set

E_HOMO in eV: -9.313
Structure (SMILES): CCNC(=O)[C@H](CC(C)C)NC(=O)[C@@H](CO)NC(=O)[C@H]1CCC(=O)N1

Each line ends with the Löwdin charge.
CARTESIAN COORDINATES (ANGSTROEM)
O1 0.327069 -0.883473 0.793565  0.07
O2 -1.717251 1.550900 -1.145036  0.06
O3 -3.067494 2.115360 2.734525  0.06
O4 1.223331 -1.578876 -2.184637  0.08
O5 -0.979033 -2.829899 -3.273615  -0.06
N1 0.865996 0.536907 -1.466643  0.13
N2 -1.870054 -0.556825 -1.924945  0.13
N3 -3.649546 1.228293 0.717371  0.12
N4 2.518982 -1.335652 1.071495  0.08
C1 2.881377 3.190213 2.145069  -0.07
C2 -3.338391 0.091461 -0.109642  -0.21
C3 -2.915972 -0.978815 0.916435  -0.11
C4 1.492956 -0.658229 0.533771  -0.44
C5 -2.216832 0.439117 -1.095536  -0.42
C6 3.071156 1.905013 1.340549  -0.43
C7 -0.959258 -1.586461 -3.916449  -0.21
C8 3.018466 -2.022125 3.373011  -0.08
C9 -0.799959 -0.446496 -2.901012  -0.18
C10 1.891756 0.459946 -0.443819  -0.21
C11 2.348075 -2.384633 2.052818  -0.22
C12 4.464780 1.889512 0.714936  -0.07
C13 -2.443783 -0.168006 2.121465  -0.07
C14 0.542410 -0.566813 -2.154137  -0.42
C15 -3.063366 1.205300 1.941433  -0.49
C16 1.969904 1.806498 0.279087  -0.12
H1 2.765499 -3.317593 1.660186  0.12
H2 -3.913243 2.105552 0.296301  0.16
H3 2.123198 2.587779 -0.469038  0.13
H4 -2.119151 -1.616601 0.539986  0.10
H5 4.086388 -1.867566 3.231358  0.07
H6 4.579644 2.729079 0.032871  0.09
H7 1.001099 1.982347 0.753632  0.13
H8 3.646236 3.275092 2.913332  0.08
H9 -2.216280 -1.496782 -1.787439  0.15
H10 2.951468 4.058783 1.494094  0.08
H11 -2.725713 -0.602541 3.078097  0.12
H12 -4.218030 -0.218608 -0.688165  0.15
H13 1.907564 3.201427 2.628046  0.08
H14 0.140557 1.242023 -1.344926  0.11
H15 -3.776026 -1.596119 1.176388  0.12
H16 -0.121492 -2.913110 -2.821412  0.08
H17 1.272207 -2.509460 2.190168  0.12
H18 -0.142075 -1.527117 -4.647531  0.13
H19 2.585120 -1.112113 3.780908  0.07
H20 -1.358775 -0.056395 2.100897  0.10
H21 -0.864691 0.532836 -3.386756  0.16
H22 2.838730 0.205274 -0.931599  0.15
H23 -1.913098 -1.488659 -4.441584  0.13
H24 5.224635 1.973759 1.488524  0.08
H25 2.878039 -2.824462 4.091566  0.07
H26 2.978525 1.056289 2.026311  0.12
H27 3.461620 -1.121621 0.788160  0.14
H28 4.650170 0.973232 0.159344  0.06

Cartesian forces, eV/Å:
-0.402 0.009 0.143
0.080 0.385 0.004
0.095 0.259 0.204
0.260 -0.316 0.080
-0.013 -0.446 0.310
0.402 0.309 0.304
0.007 -0.287 -0.256
-0.352 -0.049 -0.576
0.282 -0.177 0.105
-0.004 -0.303 -0.026
-0.009 0.203 -0.069
0.018 -0.098 0.111
0.469 0.142 -0.330
-0.417 -0.293 0.061
-0.042 0.250 -0.097
0.207 0.523 -0.111
-0.153 -0.091 -0.208
0.058 -0.265 -0.111
-0.190 -0.089 -0.167
-0.041 -0.075 0.245
-0.229 -0.142 0.196
0.122 -0.016 -0.015
-0.517 0.444 -0.528
-0.009 -0.232 0.367
0.145 -0.254 0.172
-0.118 0.046 0.026
0.081 0.031 0.137
-0.027 0.056 -0.033
-0.044 -0.060 -0.039
0.121 0.021 0.048
0.039 0.103 -0.117
-0.076 0.045 -0.038
0.073 0.065 0.091
-0.016 0.077 0.109
0.008 0.149 -0.075
-0.017 0.076 0.018
0.174 -0.025 0.043
-0.109 0.060 0.069
0.003 -0.156 -0.102
0.009 0.011 -0.049
-0.083 0.048 -0.087
0.152 -0.068 -0.065
-0.116 0.040 0.049
-0.022 0.090 0.052
-0.032 0.036 0.051
0.009 -0.120 0.028
-0.042 0.016 0.150
0.110 0.097 0.021
0.123 0.003 0.036
0.042 -0.078 0.126
-0.001 0.050 -0.016
-0.114 0.096 -0.126
0.108 -0.097 -0.113